This record from OMol25 describes a gas-phase ion, C14H13O (charge +1). The level of theory is ωB97M-V with the def2-TZVPD basis set.

The geometry in XYZ format:
```
28
Properties=species:S:1:pos:R:3:forces:R:3:mulliken_charge:R:1
C 3.593615 -0.875068 0.206076 1.2 1.8 0.3 -0.6531
C 3.975756 0.455475 -0.145377 2.9 -2.7 1.6 -0.4846
C 2.281050 -1.224588 0.278890 -0.4 -0.2 -0.4 -0.5511
C 3.085900 1.421923 -0.153132 -3.3 4.7 -0.7 -0.4199
C 1.309375 -0.241415 0.032389 1.4 1.2 0.0 0.5384
C 1.696155 1.110771 -0.059714 0.9 -0.1 -1.0 0.3260
C -2.427044 -0.851393 0.028865 1.1 1.5 -0.2 -0.8362
C -0.116170 -0.295657 -0.026212 -3.2 0.8 0.2 0.5845
C -1.114646 -1.319220 -0.089246 1.0 3.5 0.4 1.3965
C -2.790335 0.469900 0.043459 -0.8 0.7 -0.6 0.3857
C -0.608041 1.034283 -0.021183 1.4 1.1 0.1 0.1644
C 0.493683 2.069327 -0.115499 0.7 -0.8 0.0 -1.1103
C -0.707153 -2.668010 -0.247549 -1.3 -1.6 -0.6 -1.8005
C -4.161081 1.080098 0.105078 -0.7 0.2 -1.1 -1.2541
O -1.857832 1.458453 -0.049715 0.3 -2.2 0.3 -0.3084
H 4.467726 -1.329013 0.656556 -0.5 -1.4 -0.5 0.3158
H 5.079060 0.605854 -0.058786 -1.1 0.4 -0.6 0.3120
H 1.971292 -2.219480 0.511231 0.1 -0.5 0.3 0.5121
H 3.314180 2.551150 -0.273177 0.0 -2.1 0.2 0.3181
H -3.171788 -1.543526 0.127342 -2.0 -1.6 0.0 0.6174
H 0.641824 2.890109 0.611050 -0.7 -0.8 0.5 0.4113
H 0.298885 2.693382 -1.003309 0.5 -0.7 -0.4 0.3562
H -1.183730 -3.203055 -1.062769 -0.2 0.1 -0.2 0.3990
H -0.861973 -3.246562 0.616644 -0.8 -0.8 1.4 0.4055
H 0.307530 -2.718104 -0.337240 2.6 -0.1 -0.8 0.3201
H -4.652497 1.358301 -0.930486 1.1 -1.0 1.9 0.2661
H -4.019867 2.021016 0.606582 -0.1 0.6 0.2 0.3869
H -4.843881 0.515062 0.749224 0.1 -0.2 -0.5 0.4022
```
Positions in Å, forces in eV/Å.

The charge is +1. The value obtained for the strongest force on any atom is 5.844 eV/Å. The multiplicity is 1. The value obtained for the frontier orbital gap is 7.51 eV. For the energy relative to the best compared isomer or geometry (same formula, charge and spin), the calculation gives 0.0 kJ/mol. As for the total energy: -616.22580 hartree.

This record from OMol25 describes a molecular structure, C14H14BF9N3PtSSe. The level of theory is ωB97M-V with the def2-TZVPD basis set.

The geometry in XYZ format:
```
44
Properties=species:S:1:pos:R:3:forces:R:3:mulliken_spin:R:1
Pt 0.331584 0.477589 -0.802735 0.5 0.6 0.2 1.3659
N 1.684043 0.511996 0.982286 -0.4 0.1 0.0 0.1483
C 2.565276 1.666001 1.249704 0.0 0.0 0.0 -0.0020
C 1.832662 2.993524 1.126549 -0.1 -0.1 -0.2 0.0154
C 1.660608 3.477978 -0.307207 0.0 0.0 0.1 -0.0118
N 0.577684 2.769628 -1.033768 0.2 -0.3 0.0 0.1769
H 1.048537 0.347302 1.756342 0.1 -0.1 0.2 -0.0034
H 2.206044 -0.353370 0.864396 0.0 -0.1 0.0 -0.0030
H 3.394793 1.633024 0.542069 0.0 0.0 0.0 -0.0029
H 2.993166 1.576182 2.248651 0.0 -0.1 0.0 0.0041
H 2.400769 3.752280 1.665102 0.0 0.0 0.0 -0.0012
H 0.855378 2.920800 1.619030 0.0 0.1 0.0 0.0007
H 2.589825 3.338498 -0.861048 0.0 0.0 0.0 0.0006
H 1.445531 4.546759 -0.297691 0.0 0.0 -0.1 0.0102
H 0.603733 3.002074 -2.020381 0.0 0.0 0.0 -0.0138
H -0.322178 3.075904 -0.685117 -0.1 0.2 0.0 -0.0065
F -5.424698 -3.032754 -1.403792 -0.1 -0.2 -0.1 0.0194
C -4.569819 -2.134106 -0.997925 0.1 0.1 0.0 0.1366
C -3.961754 -1.295232 -1.931408 0.0 -0.1 0.0 -0.0043
F -4.254942 -1.414224 -3.213603 0.0 0.0 -0.1 -0.0021
C -3.070204 -0.351217 -1.504807 0.1 -0.2 0.3 0.0889
F -2.523611 0.447390 -2.406529 0.1 0.3 -0.2 0.0058
C -2.756424 -0.202360 -0.139219 -0.1 0.2 0.1 0.0137
S -1.662592 0.975014 0.447909 0.3 -0.5 -0.5 0.8811
C -3.408907 -1.048122 0.778746 0.0 0.1 -0.1 0.0442
F -3.157739 -0.925540 2.064027 0.1 0.0 0.1 0.0138
C -4.290366 -2.012248 0.357070 0.0 -0.1 0.1 -0.0194
F -4.878248 -2.812902 1.224478 0.0 -0.1 0.0 -0.0030
F -0.725623 -2.260063 -1.089581 0.3 -0.1 0.3 0.0160
B 0.284078 -2.467008 -0.092322 -0.1 0.1 -0.1 0.0079
F 0.447530 -3.771821 0.230720 0.0 0.3 0.0 0.0010
F 1.510938 -1.880971 -0.629863 -0.4 -0.1 0.2 0.0289
F -0.076069 -1.642144 1.026400 0.1 -0.3 -0.3 0.0131
Se 0.266849 -0.433994 -3.142546 -0.1 0.1 0.0 0.9806
C 2.135620 -0.561882 -3.422556 -0.1 0.3 0.1 -0.0035
C 3.032870 0.342951 -2.853060 0.1 -0.1 0.0 0.0248
C 4.386198 0.162756 -3.087331 -0.1 -0.1 -0.1 -0.0171
N 4.867686 -0.837710 -3.826757 -0.1 0.0 0.0 0.0770
C 4.003076 -1.692058 -4.370503 0.1 0.2 0.1 -0.0263
C 2.625086 -1.590552 -4.211202 0.0 -0.2 -0.1 0.0568
H 2.684519 1.172268 -2.252473 0.0 0.0 0.0 -0.0103
H 5.118126 0.848165 -2.672007 0.0 0.0 0.0 -0.0011
H 4.427076 -2.494435 -4.963193 0.0 0.0 0.0 -0.0007
H 1.963136 -2.311421 -4.675279 0.0 0.0 0.0 0.0006
```
Positions in Å, forces in eV/Å.

The charge is +1. Its expectation value of S² is 6.0366. The value obtained for the strongest force on any atom is 0.804 eV/Å. The multiplicity is 5. The value obtained for the frontier orbital gap (spin up / spin down) is 9.45 / 5.99 eV. For the energy relative to the best compared isomer or geometry (same formula, charge and spin), the calculation gives 37.0 kJ/mol. As for the total energy: -4548.60812 hartree.

This record from OMol25 describes 6 unconnected molecules or ions with the total composition C14H14Cl12N2. The level of theory is ωB97M-V with the def2-TZVPD basis set.

The geometry in XYZ format:
```
42
Properties=species:S:1:pos:R:3:forces:R:3:mulliken_spin:R:1
N -1.466822 -0.529645 -2.449524 -0.1 -0.9 -0.9 0.2702
C -0.167182 -1.023747 -2.340666 -0.2 1.1 1.2 0.1987
C 0.592339 -0.764545 -1.200480 -0.3 -0.4 -1.2 -0.1001
C 0.042560 -0.037263 -0.146130 1.3 -0.2 0.3 0.3326
C -1.239151 0.493647 -0.303950 -1.2 0.4 0.4 0.0283
C -1.969050 0.182047 -1.422041 0.8 0.1 -0.1 0.0471
H 0.196472 -1.447861 -3.264945 0.4 -0.3 0.1 0.0194
H 1.629724 -1.040969 -1.082880 0.1 -0.4 -0.5 -0.0036
H 0.697010 0.155193 0.691157 -0.2 0.3 0.3 0.0490
H -1.628689 1.129229 0.477517 -0.4 -0.1 0.0 0.0124
H -2.961012 0.564995 -1.611142 -0.3 0.2 0.3 0.0263
N -3.189481 5.582820 1.579978 1.1 -1.2 1.1 -0.0002
C -2.686181 5.351187 2.844534 0.1 -0.1 -1.3 0.0011
C -1.714837 4.391824 3.167867 -0.9 -0.8 -2.1 -0.0043
C -1.377745 3.541970 2.093989 0.4 0.2 0.0 0.0015
C -1.835400 3.767150 0.798808 0.0 0.0 0.0 0.0293
C -2.729866 4.776547 0.568114 -0.8 1.9 2.0 0.0041
H -3.069207 5.945797 3.660715 -0.2 0.4 -0.2 -0.0001
H -1.336605 4.206797 4.162406 -0.1 0.2 0.1 -0.0013
H -0.736439 2.677685 2.184191 0.3 0.0 0.5 0.0059
H -1.526513 3.170863 -0.047025 0.1 -0.3 0.2 -0.0231
H -3.136766 5.034995 -0.398342 0.1 -0.2 -0.2 -0.0017
C 4.407165 -2.784999 1.446137 -0.6 0.3 0.2 0.0339
Cl 4.789954 -2.424902 3.135490 0.4 -0.3 -0.1 0.0009
Cl 5.816612 -2.791440 0.418959 0.6 -0.2 -0.1 -0.0007
Cl 3.285993 -1.555362 0.880567 -0.2 -0.1 -0.1 -0.0051
H 3.917036 -3.756333 1.379933 0.1 0.2 0.2 -0.0077
C -3.553865 -3.319718 -3.073546 0.4 0.5 -0.2 -0.0004
Cl -3.913835 -3.221896 -4.790380 -0.3 -0.1 -0.5 -0.0009
Cl -3.528249 -4.991788 -2.535176 -0.1 -0.2 0.2 -0.0012
Cl -4.701178 -2.333920 -2.162144 0.3 -0.2 0.0 0.0060
H -2.543406 -2.917621 -3.000150 -0.2 0.3 0.5 0.0075
C 0.739078 -3.071145 3.837344 -0.1 0.0 -0.2 0.0470
Cl 2.007391 -2.525508 4.923046 -0.4 0.2 0.7 0.0109
Cl 1.440121 -4.462500 2.954954 -0.5 0.1 -0.1 0.0016
Cl 0.218590 -1.763628 2.800782 0.1 0.2 -0.7 0.0109
H -0.195443 -3.350518 4.323897 0.6 -0.5 0.4 -0.0189
C 4.312419 -0.239798 -3.798505 -0.3 0.5 -0.1 -0.0014
Cl 2.713329 0.525869 -4.104153 0.8 -0.4 0.2 0.0086
Cl 4.241765 -1.385923 -2.475847 -0.1 -0.1 -0.1 0.0148
Cl 5.545555 1.001766 -3.415279 -0.3 -0.2 -0.3 0.0019
H 4.613808 -0.759352 -4.708082 0.0 0.2 0.2 0.0009
```
Positions in Å, forces in eV/Å.

The charge is -1. Its expectation value of S² is 0.7605. The value obtained for the strongest force on any atom is 2.878 eV/Å. The multiplicity is 2. The value obtained for the frontier orbital gap (spin up / spin down) is 2.42 / 7.17 eV. As for the total energy: -6173.61922 hartree.

This record from OMol25 describes a molecular structure, C14H14ClNO2V. The level of theory is ωB97M-V with the def2-TZVPD basis set.

The geometry in XYZ format:
```
33
Properties=species:S:1:pos:R:3:forces:R:3:mulliken_spin:R:1
Cl 0.812158 0.958375 -2.588070 -0.6 0.3 1.2 -0.0237
C 0.376787 3.080754 0.827599 -0.2 -0.2 0.2 -0.0241
C -0.648735 2.239579 1.419625 0.0 0.2 -0.5 -0.0434
C -1.627207 1.977185 0.418674 0.4 1.3 -0.8 0.0039
H -0.692755 1.888204 2.445148 0.1 0.2 -0.1 -0.0031
C -1.219852 2.671975 -0.788825 -0.3 -0.6 0.8 -0.0312
C 0.038151 3.317998 -0.520569 -0.7 -0.1 0.5 -0.0372
H 0.601722 3.896005 -1.244236 0.0 -0.1 0.1 -0.0001
H 1.244690 3.484106 1.339672 -0.1 -0.2 0.0 -0.0050
H -2.568975 1.440246 0.518360 0.3 0.1 0.1 -0.0022
C -1.933794 2.636828 -2.084791 0.0 -0.3 -0.6 0.0057
V 0.328657 1.101917 -0.229347 -0.8 -0.4 -3.1 1.1965
C 1.417958 0.465452 1.211443 5.0 -3.4 5.8 -0.0491
C 2.221306 0.511042 -0.750298 4.6 -2.7 -2.4 -0.0584
O 2.267879 -0.003462 1.879871 -4.6 2.6 -3.0 0.0618
O 3.197636 -0.041677 -1.043824 -3.4 2.3 1.3 0.0156
H -2.562807 1.739764 -2.149400 -0.1 0.3 0.0 -0.0009
H -1.222071 2.586075 -2.917550 -0.2 0.2 0.2 0.0006
H -2.553215 3.525217 -2.247546 0.0 -0.1 0.2 -0.0005
N -0.861828 -0.729707 -0.313436 -0.8 0.9 0.0 -0.0316
C -0.218613 -1.949925 0.150215 0.3 -0.1 0.5 -0.0003
C -0.503683 -2.395705 1.445063 0.3 -0.1 -0.1 -0.0061
C 0.203591 -3.499789 1.936223 -0.2 0.2 -0.1 -0.0006
C 1.186856 -4.120868 1.151931 -0.2 0.1 -0.2 0.0095
C 1.430600 -3.664734 -0.150916 -0.1 0.0 0.1 -0.0005
C 0.714780 -2.579189 -0.669076 0.3 0.1 0.0 0.0108
H -1.739814 -0.578152 0.197465 0.4 -0.3 -0.1 0.0050
H -1.170139 -0.821793 -1.291920 0.3 0.0 0.2 0.0084
H -1.266323 -1.887101 2.053297 0.4 -0.3 -0.2 -0.0008
H -0.035577 -3.877154 2.931324 0.2 0.1 -0.3 0.0000
H 1.727026 -4.991278 1.539175 -0.2 0.4 -0.2 0.0003
H 2.168500 -4.163196 -0.779597 -0.2 0.1 0.2 -0.0001
H 0.887090 -2.216992 -1.695681 -0.1 -0.3 0.5 0.0008
```
Positions in Å, forces in eV/Å.

The charge is +2. Its expectation value of S² is 0.7784. The value obtained for the strongest force on any atom is 8.378 eV/Å. The multiplicity is 2. The value obtained for the frontier orbital gap (spin up / spin down) is 5.39 / 5.61 eV. For the energy relative to the best compared isomer or geometry (same formula, charge and spin), the calculation gives 93.2 kJ/mol. As for the total energy: -2150.68037 hartree.

This record from OMol25 describes a molecular structure, C14H14ClNO2V. The level of theory is ωB97M-V with the def2-TZVPD basis set.

The geometry in XYZ format:
```
33
Properties=species:S:1:pos:R:3:forces:R:3:mulliken_spin:R:1
Cl 2.655851 -2.429327 2.503341 -0.9 1.4 0.7 -0.3408
C 1.835603 -0.421998 -1.308659 0.8 -1.1 0.3 -0.0631
C 0.680220 -1.040991 -1.871038 0.2 -1.2 0.2 -0.0499
C 0.655078 -2.416676 -1.477754 0.4 0.5 0.5 -0.0135
H -0.053367 -0.571341 -2.498014 -0.1 0.2 -0.1 -0.0028
C 1.797361 -2.629211 -0.605074 0.3 -0.4 -1.0 -0.0999
C 2.556878 -1.396661 -0.543412 -0.9 0.3 -0.3 -0.0212
H 3.415859 -1.245860 0.118143 -0.2 0.0 -0.6 0.0033
H 2.114303 0.607279 -1.430153 0.0 0.3 0.0 -0.0025
H -0.124263 -3.165763 -1.674164 0.5 0.4 -0.1 -0.0081
C 2.149724 -3.903802 0.050653 0.4 -0.1 0.7 0.0081
V 0.539447 -1.191467 0.363964 2.3 3.6 -0.7 1.6279
C -1.032952 -2.070737 0.830087 -9.0 -2.8 3.2 -0.0443
O -2.078854 -2.265968 1.308284 5.0 0.6 -2.3 0.1004
C 1.386349 -0.680185 2.098110 1.2 2.5 4.9 -0.0204
O 1.327393 -0.029375 3.072565 0.0 -1.7 -3.3 -0.0103
H 1.291141 -4.537104 0.252652 -0.1 -0.2 -0.3 -0.0005
H 2.645265 -3.716796 1.039304 -0.3 -0.7 -1.7 0.0019
H 2.856249 -4.404062 -0.602217 0.1 -0.4 -0.2 -0.0105
C -2.861706 4.380223 -0.028899 0.2 0.2 0.2 -0.0006
C -2.038003 3.118155 0.026260 -0.2 -0.2 0.0 -0.0061
C -2.506382 1.906273 -0.513128 0.1 -0.5 -0.2 0.0026
C -1.743848 0.746492 -0.426178 -0.5 0.3 0.2 -0.0015
N -0.550297 0.675322 0.227735 0.2 0.1 -0.8 -0.0636
C -0.042117 1.872535 0.624169 -0.1 0.3 0.4 -0.0020
C -0.754055 3.066337 0.583888 0.3 -0.2 -0.1 0.0035
H -3.111205 4.684125 -1.051039 0.1 -0.3 0.0 -0.0005
H -3.813903 4.283110 0.501930 0.1 -0.3 0.0 -0.0006
H -2.337792 5.219949 0.428786 0.1 -0.1 0.0 0.0002
H -3.471121 1.864034 -1.031558 0.4 0.0 0.2 -0.0002
H -2.085443 -0.165789 -0.914964 -0.1 0.1 0.3 0.0097
H 0.982203 1.885126 0.984274 -0.2 -0.1 0.2 0.0053
H -0.283617 3.974151 0.962107 -0.1 -0.3 -0.1 -0.0001
```
Positions in Å, forces in eV/Å.

The charge is +2. Its expectation value of S² is 1.2068. The value obtained for the strongest force on any atom is 9.973 eV/Å. The multiplicity is 2. The value obtained for the frontier orbital gap (spin up / spin down) is 5.41 / 6.83 eV. For the energy relative to the best compared isomer or geometry (same formula, charge and spin), the calculation gives 342.9 kJ/mol. As for the total energy: -2150.58526 hartree.

This record from OMol25 describes a single C14H14N2O4 molecule. The level of theory is ωB97M-V with the def2-TZVPD basis set.

The geometry in XYZ format:
```
34
Properties=species:S:1:pos:R:3:forces:R:3:mulliken_charge:R:1
C 2.861322 4.318851 -0.985610 1.7 0.0 -0.1 -1.1480
C 3.079061 2.807749 -0.946943 0.4 0.2 0.3 -0.4551
C 1.884942 2.083914 -0.356277 0.2 -0.6 0.1 -0.5058
C 0.612169 2.299010 -1.179395 -0.3 -0.5 0.3 -0.4536
C -0.504624 1.497506 -0.640467 0.7 0.1 -0.8 -0.0326
C -1.350391 0.724766 -0.298583 0.1 -0.2 0.6 -0.9632
C -2.321416 -0.329545 -0.028571 -0.6 0.1 -0.1 2.4749
O -3.132111 -0.452436 -1.189227 -0.3 -0.6 0.4 -0.6267
C -3.149097 -0.079457 1.276693 -1.2 1.6 1.2 -0.4199
O -3.830173 0.885606 1.583820 0.9 -1.0 -1.0 -0.6163
N -2.971816 -1.149365 2.145569 0.6 0.1 -0.6 -0.1003
C -2.014760 -2.022688 1.627364 -0.5 -0.8 0.5 0.2621
C -1.472135 -3.165349 2.225526 0.8 0.2 -0.9 -0.8633
C -0.500831 -3.892213 1.497692 -0.8 1.0 -1.0 -0.3245
C -0.112593 -3.493559 0.172428 -2.0 1.4 2.2 -0.5326
N 0.886058 -4.238869 -0.524523 1.0 -0.5 -1.0 0.9652
O 1.262971 -5.307381 -0.022624 -0.3 1.4 -0.9 -0.5976
O 1.296909 -3.744310 -1.587561 -0.3 -1.0 1.4 -0.5863
C -0.700319 -2.310790 -0.361562 0.1 -0.7 0.2 -0.2529
C -1.696372 -1.645305 0.340032 1.8 -0.5 -0.7 -0.2929
H 2.688009 4.706511 0.009702 0.2 0.1 0.4 0.3093
H 2.009980 4.611907 -1.556760 -0.5 0.1 -0.7 0.3383
H 3.787035 4.786340 -1.413698 -0.9 -0.1 0.4 0.3252
H 3.987059 2.581956 -0.333269 -0.6 0.1 -0.5 0.2965
H 3.265463 2.446459 -1.966204 0.0 -0.1 0.2 0.3004
H 2.111700 1.001201 -0.297955 -0.3 0.4 -0.1 0.2881
H 1.711691 2.398056 0.668243 0.0 0.2 0.2 0.3337
H 0.848408 1.995813 -2.205492 -0.4 0.0 0.0 0.3691
H 0.270245 3.329582 -1.212530 0.3 0.2 0.1 0.3544
H -3.408297 0.432843 -1.439511 -0.1 0.2 0.0 0.4384
H -3.151736 -1.001763 3.124293 -0.1 -0.1 0.1 0.2721
H -1.754170 -3.427130 3.238693 0.1 -0.2 -0.1 0.4047
H -0.098750 -4.780605 1.935369 0.3 -0.3 0.0 0.4859
H -0.393432 -1.867305 -1.298662 0.2 -0.4 -0.1 0.5533
```
Positions in Å, forces in eV/Å.

The value obtained for the strongest force on any atom is 3.342 eV/Å. The multiplicity is 1. The value obtained for the frontier orbital gap is 8.59 eV. For the energy relative to the best compared isomer or geometry (same formula, charge and spin), the calculation gives 663.7 kJ/mol. As for the total energy: -952.21397 hartree.